# 1
Entry from OMol25: a 2-piece molecular cluster, C3H8NS2 overall (the ωB97M-V functional and the def2-TZVPD basis).

Last column: natural (NBO) charge in e.
Element x y z (Å)
S1 -0.9197 -1.4580 -0.1433  0.47
S2 -2.7274 1.1311 -0.0319  0.03
N1 2.5033 0.5600 0.3434  -0.64
C1 1.6729 -0.4755 -0.1302  -0.03
C2 0.3299 -0.2032 -0.0479  -0.30
C3 -2.5736 -0.7001 -0.1900  -0.69
H1 3.2608 0.4149 2.0614  0.15
H2 -3.1537 -1.1473 0.5989  0.26
H3 -2.9412 -0.8759 -1.2830  0.28
H4 -3.0899 1.2929 -1.2620  0.14
H5 3.3437 0.5742 -0.0678  0.40
H6 2.0690 1.5358 0.3282  0.43
H7 0.1035 0.8044 0.2292  0.24
H8 2.1224 -1.4534 -0.4050  0.25

Properties
HOMO energy (spin up / spin down)	-13.10 / -13.24	eV
orbital gap (spin up / spin down)	0.2337 / 0.3145	Eh
net charge	+1
max |F|	4.6	eV Å⁻¹
ΔE to the lowest compared entry with this formula, charge and spin	432.18	kJ/mol

***

# 2
Entry from OMol25: an isolated ion of composition C3H8NSe and charge +1 (the ωB97M-V functional and the def2-TZVPD basis).

Last column: natural (NBO) charge in e.
Element x y z (Å)
Se1 -1.6928 -0.0229 0.1758  0.89
N1 0.7236 0.1478 1.1329  -0.86
C1 -0.2662 -1.3689 -0.2663  -0.51
C2 0.9382 -0.4397 -0.1221  -0.25
C3 -1.2491 1.5605 -0.5534  -0.53
H1 -1.9804 2.4385 -0.4679  0.28
H2 -0.2390 -2.0835 0.5532  0.25
H3 -0.6942 -1.8623 -1.1560  0.26
H4 1.1974 1.0755 1.1273  0.40
H5 1.8114 -1.0683 -0.1148  0.23
H6 -0.4807 1.7545 -1.3472  0.25
H7 0.9895 -0.4565 1.9251  0.40
H8 0.9425 0.3252 -0.8865  0.20

Properties
HOMO energy	-13.94	eV
orbital gap	0.2854	Eh
net charge	+1
max |F|	3.0	eV Å⁻¹
ΔE to the lowest compared entry with this formula, charge and spin	179.05	kJ/mol

***

# 3
Entry from OMol25: a 2-piece molecular cluster, C3H8O overall (the ωB97M-V functional and the def2-TZVPD basis).

Last column: natural (NBO) charge in e.
Element x y z (Å)
O1 0.5620 -0.8523 -1.9842  -0.95
C1 0.3965 -0.6926 1.1507  -0.66
C2 0.0743 0.5846 0.4423  -0.15
C3 -1.1431 0.9725 0.0636  -0.45
H1 -2.0159 0.3593 0.2716  0.20
H2 -0.4773 -1.3379 1.2639  0.21
H3 0.7803 -0.4670 2.1460  0.22
H4 1.1661 -1.2499 0.6202  0.24
H5 1.1904 -0.2105 -2.3365  0.46
H6 0.9196 1.2585 0.2868  0.20
H7 -0.1335 -0.3193 -1.5596  0.48
H8 -1.3194 1.9545 -0.3649  0.20

Properties
HOMO energy	-9.92	eV
orbital gap	0.4035	Eh
max |F|	0.5	eV Å⁻¹
SMILES	C=CC.O
ΔE to the lowest compared entry with this formula, charge and spin	66.52	kJ/mol

***

# 4
Entry from OMol25: a 3-piece molecular cluster, C3H8O overall (the ωB97M-V functional and the def2-TZVPD basis).

Last column: natural (NBO) charge in e.
Element x y z (Å)
O1 -0.9616 -0.8054 -1.6343  -0.50
C1 -1.3649 -1.3969 -0.6633  0.28
C2 1.5252 0.7589 0.3343  -0.40
C3 0.3562 1.3911 0.3195  -0.39
H1 -1.4485 -0.9096 0.3267  0.12
H2 -0.3862 1.1644 -0.4424  0.21
H3 0.9412 -1.7839 1.3669  0.01
H4 -1.6705 -2.4597 -0.7132  0.11
H5 0.6631 -2.4746 1.3878  -0.01
H6 0.1100 2.1562 1.0522  0.19
H7 2.2906 0.9772 1.0760  0.19
H8 1.7642 0.0030 -0.4108  0.20

Properties
HOMO energy	-10.09	eV
orbital gap	0.4006	Eh
max |F|	0.6	eV Å⁻¹
SMILES	[H][H].C=C.C=O
ΔE to the lowest compared entry with this formula, charge and spin	253.61	kJ/mol

***

# 5
Entry from OMol25: a 2-piece molecular cluster, C3H8O overall (the ωB97M-V functional and the def2-TZVPD basis).

Last column: natural (NBO) charge in e.
Element x y z (Å)
O1 -2.6094 0.1525 4.0873  -0.96
C1 2.1960 0.2772 -1.1990  -0.66
C2 -0.1573 -0.1647 -1.8697  -0.41
C3 1.1592 -0.3185 -2.0651  -0.16
H1 -3.4807 0.3991 4.3598  0.48
H2 2.4213 1.2670 -1.6763  0.22
H3 1.5626 -0.8561 -2.9075  0.20
H4 -0.8389 -0.5433 -2.6240  0.19
H5 2.0392 0.4856 -0.1510  0.22
H6 -2.5316 -0.3745 3.2736  0.48
H7 3.0867 -0.3289 -1.3060  0.21
H8 -0.6026 0.2707 -0.9968  0.19

Properties
HOMO energy	-9.48	eV
orbital gap	0.3800	Eh
max |F|	2.0	eV Å⁻¹
SMILES	C=CC.O
ΔE to the lowest compared entry with this formula, charge and spin	101.88	kJ/mol

***

# 6
Entry from OMol25: C3H8O in the gas phase (the ωB97M-V functional and the def2-TZVPD basis).

Last column: natural (NBO) charge in e.
Element x y z (Å)
O1 -1.1399 -1.6562 -0.8707  -0.73
C1 0.3004 -0.2652 0.4096  -0.43
C2 -0.7751 -0.2986 -0.7040  -0.05
C3 1.0505 1.0838 0.4096  -0.62
H1 -1.7066 0.3121 -0.4552  0.16
H2 0.5546 1.7347 1.1429  0.21
H3 2.1284 0.8906 0.6206  0.21
H4 -0.5046 0.0065 -1.6906  0.18
H5 -1.7570 -1.9729 -0.1122  0.46
H6 1.0342 -1.1007 0.4310  0.22
H7 1.0624 1.6289 -0.5512  0.20
H8 -0.2474 -0.3631 1.3701  0.19

Properties
HOMO energy	-10.00	eV
orbital gap	0.4048	Eh
max |F|	3.1	eV Å⁻¹
SMILES	CCCO
ΔE to the lowest compared entry with this formula, charge and spin	71.22	kJ/mol

***

# 7
Entry from OMol25: a 2-piece molecular cluster, C3H8O overall (the ωB97M-V functional and the def2-TZVPD basis).

Last column: Mulliken spin population.
Element x y z (Å)
O1 -0.9187 -0.2241 1.5075  0.12
C1 1.0317 1.1255 -0.5964  0.33
C2 0.6359 1.3430 -1.9144  0.39
C3 -0.6659 -1.5988 1.2845  0.00
H1 -0.4516 -2.0540 2.2458  0.00
H2 0.9143 0.1734 -0.0932  0.05
H3 0.2174 -1.7493 0.6589  0.01
H4 1.4666 1.9304 -0.0122  0.02
H5 -0.1507 0.7076 -2.3201  0.04
H6 -1.3745 0.2017 0.7687  -0.01
H7 0.8341 2.2704 -2.4314  0.03
H8 -1.5385 -2.1258 0.9023  0.00

Properties
HOMO energy (spin up / spin down)	-15.40 / -14.64	eV
orbital gap (spin up / spin down)	0.3470 / 0.1714	Eh
net charge	+1
max |F|	1.5	eV Å⁻¹
multiplicity	2
ΔE to the lowest compared entry with this formula, charge and spin	180.07	kJ/mol

***

# 8
Entry from OMol25: a 2-piece molecular cluster, C3H8O overall (the ωB97M-V functional and the def2-TZVPD basis).

Last column: Mulliken spin population.
Element x y z (Å)
O1 0.5574 -0.3881 1.2154  0.81
C1 1.6832 1.7511 0.3669  0.13
C2 1.0045 0.3752 0.3431  -0.04
C3 -1.9560 -1.5013 -0.4932  0.00
H1 -1.7936 -1.0565 0.4480  0.00
H2 -2.9827 -1.8258 -0.4807  0.00
H3 1.8066 2.0473 -0.6064  0.00
H4 0.9807 -0.1044 -0.6666  0.10
H5 2.5780 1.6512 0.8166  0.00
H6 -1.3328 -2.3980 -0.4540  0.00
H7 1.0068 2.4491 0.9827  0.00
H8 -1.5521 -0.9996 -1.4716  0.00

Properties
HOMO energy (spin up / spin down)	-16.36 / -16.36	eV
orbital gap (spin up / spin down)	0.3504 / 0.2303	Eh
net charge	+1
max |F|	5.3	eV Å⁻¹
multiplicity	2
ΔE to the lowest compared entry with this formula, charge and spin	150.20	kJ/mol

***

# 9
Entry from OMol25: a 2-piece molecular cluster, C3H8O2 overall (the ωB97M-V functional and the def2-TZVPD basis).

Last column: natural (NBO) charge in e.
Element x y z (Å)
O1 0.4923 -2.2632 0.4693  -0.57
O2 2.3722 -4.8399 2.0021  -0.95
C1 0.6885 -1.3447 -0.3366  0.60
C2 1.5843 -1.5167 -1.5592  -0.72
C3 0.0000 0.0000 0.0000  -0.72
H1 0.6857 0.8265 -0.2518  0.22
H2 -0.2480 0.0632 1.0729  0.24
H3 3.3041 -4.6626 1.7405  0.46
H4 -0.9280 0.1226 -0.5834  0.24
H5 1.0530 -1.8327 -2.4727  0.25
H6 2.3394 -2.2808 -1.3092  0.24
H7 2.1019 -0.5646 -1.7648  0.22
H8 1.8798 -4.0336 1.7270  0.49

Properties
HOMO energy	-9.97	eV
orbital gap	0.3939	Eh
max |F|	2.5	eV Å⁻¹
SMILES	CC(C)=O.O
ΔE to the lowest compared entry with this formula, charge and spin	56.19	kJ/mol

***

# 10
Entry from OMol25: a 2-piece molecular cluster, C3H8O2 overall (the ωB97M-V functional and the def2-TZVPD basis).

Last column: natural (NBO) charge in e.
Element x y z (Å)
O1 5.9010 -2.2111 -3.3790  -0.94
O2 -2.5731 0.6644 2.8125  -0.67
C1 -1.7609 0.7491 1.6986  0.20
C2 -1.3390 1.0016 -0.6892  -0.63
C3 -1.8150 0.1599 0.5072  -0.40
H1 -1.7277 1.9887 -0.4395  0.21
H2 -3.4002 0.3869 2.3976  0.49
H3 6.6071 -2.7358 -3.0114  0.47
H4 6.1056 -1.2940 -3.2733  0.47
H5 -1.5736 -0.8831 0.2687  0.23
H6 -1.0360 1.5453 1.8894  0.15
H7 -1.7126 0.6318 -1.6416  0.22
H8 -0.2492 1.1023 -0.6938  0.20

Properties
HOMO energy	-8.30	eV
orbital gap	0.3352	Eh
max |F|	2.4	eV Å⁻¹
SMILES	C/C=C/O.O
ΔE to the lowest compared entry with this formula, charge and spin	279.53	kJ/mol

***

# 11
Entry from OMol25: a 2-piece molecular cluster, C3H8O2 overall (the ωB97M-V functional and the def2-TZVPD basis).

Last column: natural (NBO) charge in e.
Element x y z (Å)
O1 0.4216 0.4649 0.8363  -0.68
O2 -1.6199 0.9015 -0.6883  -0.79
C1 -1.6858 -0.3286 -0.2980  -0.03
C2 -0.4346 -1.0342 -0.1754  -0.09
C3 1.7106 0.8512 0.3963  -0.25
H1 -1.7665 -1.2323 -1.1250  0.19
H2 2.4462 0.2575 0.9444  0.19
H3 1.8464 0.6837 -0.6817  0.17
H4 0.2888 -0.8774 -0.9713  0.20
H5 -2.4702 -0.6535 0.4134  0.16
H6 -0.2780 0.9917 0.3123  0.52
H7 -0.3343 -1.9371 0.4276  0.22
H8 1.8758 1.9125 0.6094  0.19

Properties
HOMO energy	-8.79	eV
orbital gap	0.3442	Eh
max |F|	0.5	eV Å⁻¹
ΔE to the lowest compared entry with this formula, charge and spin	425.75	kJ/mol

***

# 12
Entry from OMol25: C3H8O2 in the gas phase (the ωB97M-V functional and the def2-TZVPD basis).

Last column: natural (NBO) charge in e.
Element x y z (Å)
O1 2.1996 -1.0614 0.4200  -0.73
O2 -1.5521 1.7701 -0.8718  -0.70
C1 -1.0590 0.7523 -0.0446  -0.07
C2 0.7649 -0.9039 0.4076  -0.05
C3 0.3202 0.3159 -0.3582  -0.44
H1 0.3649 -0.1599 -1.4577  0.20
H2 -2.4940 1.6273 -0.7969  0.47
H3 -1.0390 1.0253 1.0415  0.15
H4 -1.6925 -0.1593 -0.0853  0.15
H5 2.5122 -1.8855 0.7002  0.47
H6 0.3138 -1.8831 -0.0317  0.16
H7 0.3623 -0.7539 1.4180  0.15
H8 0.9987 1.3161 -0.3411  0.23

Properties
HOMO energy	-10.28	eV
orbital gap	0.4108	Eh
max |F|	5.0	eV Å⁻¹
SMILES	OCCCO
ΔE to the lowest compared entry with this formula, charge and spin	178.11	kJ/mol